Arrangement w

Below is 12 unconnected molecules or ions with the total composition C34H97N5O12, with properties calculated with ωB97M-V/def2-TZVPD.

**Structure (SMILES)**: COC[C@H](C)N.COC[C@H](C)N.COC[C@H](C)N.COC[C@H](C)N.COC[C@H](C)N.CCO.CCO.CCO.CCO.CCO.CCO.CCO

CARTESIAN COORDINATES (ANGSTROEM)
O: 16.225 -14.519 -19.783
O: 6.079 -10.753 -20.814
O: 6.533 -14.123 -21.074
O: 12.117 -6.228 -16.005
O: 14.265 -12.617 -15.306
O: 10.891 -11.541 -20.244
O: 11.420 -13.975 -13.564
O: 11.538 -17.425 -19.788
O: 14.076 -5.410 -18.127
O: 13.450 -18.003 -15.932
O: 12.678 -7.117 -23.993
O: 6.675 -13.503 -24.111
N: 4.655 -7.923 -22.845
N: 10.371 -11.789 -14.985
N: 12.710 -11.148 -17.127
N: 15.491 -12.886 -22.090
N: 12.120 -16.383 -23.367
C: 12.711 -14.392 -13.207
C: 11.275 -16.985 -21.126
C: 8.530 -14.767 -24.998
C: 15.667 -12.584 -15.577
C: 16.258 -13.941 -15.834
C: 4.931 -11.189 -20.094
C: 4.779 -9.345 -22.341
C: 17.503 -14.766 -19.277
C: 14.193 -16.579 -17.829
C: 11.062 -11.578 -13.720
C: 8.080 -13.460 -24.354
C: 12.042 -7.490 -15.319
C: 10.987 -12.837 -12.830
C: 10.579 -10.299 -13.006
C: 11.007 -11.167 -18.899
C: 7.035 -15.313 -20.464
C: 4.922 -10.319 -23.512
C: 11.648 -8.992 -22.886
C: 12.483 -16.502 -21.907
C: 12.308 -11.785 -18.405
C: 12.127 -13.262 -18.145
C: 5.913 -9.449 -21.367
C: 13.436 -7.981 -14.969
C: 15.695 -10.902 -20.661
C: 9.679 -11.321 -20.931
C: 10.334 -17.427 -19.050
C: 16.144 -12.341 -20.901
C: 15.132 -6.095 -18.793
C: 14.563 -17.486 -16.666
C: 15.778 -13.199 -19.688
C: 12.951 -15.111 -21.484
C: 7.399 -16.256 -21.596
C: 14.796 -7.564 -18.924
C: 12.574 -8.532 -24.036
H: 13.777 -7.734 -19.281
H: 13.162 -15.098 -20.399
H: 3.747 -9.447 -21.987
H: 6.212 -15.712 -19.858
H: 12.670 -17.060 -23.882
H: 15.704 -11.932 -16.466
H: 12.467 -15.466 -23.605
H: 17.223 -12.427 -21.064
H: 5.838 -8.721 -20.551
H: 5.199 -11.524 -19.094
H: 9.601 -14.909 -24.849
H: 11.779 -13.777 -19.045
H: 11.631 -8.164 -16.087
H: 6.520 -16.462 -22.200
H: 9.037 -12.147 -20.602
H: 10.505 -16.201 -21.116
H: 12.835 -10.164 -17.353
H: 17.634 -15.844 -19.212
H: 18.326 -14.467 -19.943
H: 12.140 -8.949 -24.955
H: 10.385 -18.240 -18.323
H: 16.053 -10.500 -19.712
H: 13.375 -9.055 -14.801
H: 15.843 -14.296 -16.785
H: 10.824 -8.280 -22.856
H: 11.329 -10.022 -23.010
H: 8.018 -15.636 -24.592
H: 9.190 -10.377 -20.665
H: 7.814 -17.169 -21.150
H: 6.859 -9.249 -21.876
H: 9.942 -13.036 -12.580
H: 13.530 -13.667 -13.135
H: 10.408 -9.465 -13.684
H: 15.100 -16.093 -18.192
H: 11.334 -7.421 -14.489
H: 16.001 -13.679 -22.457
H: 4.259 -10.344 -19.909
H: 6.597 -13.377 -20.466
H: 9.366 -11.709 -14.919
H: 8.278 -15.900 -22.135
H: 11.372 -10.035 -12.307
H: 16.142 -12.006 -14.776
H: 13.837 -17.198 -18.648
H: 9.618 -10.463 -12.507
H: 10.907 -10.086 -18.727
H: 11.636 -12.654 -11.970
H: 13.809 -7.447 -14.087
H: 13.952 -5.737 -17.228
H: 17.644 -14.221 -18.342
H: 15.137 -18.330 -17.072
H: 12.750 -14.897 -12.232
H: 11.864 -11.232 -16.541
H: 10.055 -16.480 -18.588
H: 7.906 -15.202 -19.809
H: 13.079 -15.105 -13.946
H: 13.498 -15.854 -17.406
H: 10.198 -11.584 -18.274
H: 12.162 -14.369 -21.599
H: 15.996 -10.226 -21.463
H: 4.415 -9.984 -24.422
H: 16.036 -5.959 -18.194
H: 15.469 -8.074 -19.618
H: 13.094 -13.734 -17.960
H: 10.800 -17.841 -21.621
H: 11.974 -6.731 -24.520
H: 14.822 -8.109 -17.975
H: 8.241 -12.574 -24.967
H: 5.942 -10.417 -23.899
H: 16.033 -12.724 -18.731
H: 14.603 -10.849 -20.704
H: 8.219 -14.663 -26.038
H: 12.203 -8.806 -21.964
H: 8.584 -13.275 -23.397
H: 6.423 -13.735 -23.214
H: 15.200 -5.626 -19.772
H: 12.101 -11.271 -13.885
H: 14.683 -13.256 -19.646
H: 4.357 -11.877 -20.712
H: 14.204 -7.654 -15.671
H: 12.874 -18.548 -16.476
H: 11.431 -13.476 -17.334
H: 5.563 -7.458 -22.900
H: 13.078 -11.618 -19.161
H: 15.161 -17.072 -15.854
H: 15.768 -14.677 -15.186
H: 9.537 -17.799 -19.708
H: 14.586 -13.236 -21.788
H: 4.536 -11.304 -23.246
H: 13.990 -14.943 -21.757
H: 13.572 -8.968 -24.076
H: 13.230 -17.288 -21.758
H: 17.342 -13.970 -15.782
H: 9.816 -11.313 -22.008
H: 11.198 -5.990 -16.170
H: 4.428 -8.050 -23.822
H: 13.736 -12.187 -16.019
H: 10.664 -12.734 -15.233

Arrangement x

Below is 12 unconnected molecules or ions with the total composition C34H97N5O12, with properties calculated with ωB97M-V/def2-TZVPD.

**Structure (SMILES)**: COC[C@H](C)N.COC[C@H](C)N.COC[C@H](C)N.COC[C@H](C)N.COC[C@H](C)N.CCO.CCO.CCO.CCO.CCO.CCO.CCO

CARTESIAN COORDINATES (ANGSTROEM)
O: 13.477 -22.310 21.206
O: 4.186 -29.444 21.802
O: 11.620 -30.556 16.739
O: 13.037 -24.484 13.345
O: 11.490 -27.403 23.160
O: 9.957 -23.608 24.224
O: 7.848 -28.274 25.346
O: 15.845 -26.801 20.639
O: 9.664 -21.528 16.579
O: 1.045 -25.221 15.198
O: 4.593 -23.145 18.538
O: 8.108 -25.616 19.693
N: 2.872 -27.804 18.803
N: 2.049 -20.984 20.117
N: 18.207 -27.724 19.398
N: 4.224 -25.812 16.941
N: 11.192 -24.823 21.517
C: 8.283 -21.900 23.965
C: 3.571 -26.727 20.786
C: 11.077 -25.597 19.246
C: 3.202 -29.219 20.815
C: 11.356 -29.349 16.017
C: 16.613 -25.898 19.869
C: 11.918 -21.500 22.859
C: 18.068 -26.341 19.910
C: 4.085 -21.995 19.165
C: 11.027 -29.616 23.852
C: 12.674 -23.761 14.516
C: 6.867 -26.160 20.045
C: 1.898 -25.765 16.192
C: 9.944 -22.189 17.790
C: 13.153 -22.334 22.603
C: -0.139 -24.653 15.737
C: 18.989 -25.424 19.133
C: 10.285 -24.877 20.351
C: 3.843 -30.481 22.686
C: 5.999 -23.055 18.379
C: 11.823 -24.664 15.421
C: 2.565 -22.014 19.223
C: 6.724 -27.608 23.328
C: 3.787 -26.231 14.629
C: 10.955 -28.245 16.987
C: 9.166 -22.647 24.943
C: 11.026 -21.523 18.638
C: 3.687 -28.018 20.001
C: 8.982 -25.488 20.788
C: 3.337 -25.429 15.835
C: 14.587 -26.321 21.025
C: 11.110 -28.675 22.665
C: 7.438 -28.756 24.061
C: 1.867 -21.942 17.876
H: 1.985 -20.946 17.438
H: 10.868 -31.148 16.675
H: 10.407 -29.198 24.643
H: 11.715 -21.573 23.930
H: 14.192 -21.689 21.056
H: 12.322 -29.125 15.557
H: 10.544 -25.707 18.303
H: 6.770 -29.619 24.086
H: 11.979 -20.461 22.536
H: 10.592 -27.367 16.438
H: 4.604 -30.540 23.462
H: 16.439 -24.867 20.201
H: 3.413 -24.358 15.610
H: 18.924 -25.563 18.053
H: 12.078 -22.886 14.242
H: 7.622 -21.298 24.595
H: 6.105 -25.867 19.320
H: 7.752 -22.619 23.341
H: 0.113 -23.868 16.456
H: 10.171 -23.872 19.930
H: 3.115 -30.136 20.215
H: 1.752 -26.849 16.229
H: 8.326 -29.031 23.488
H: 12.046 -29.742 24.223
H: 10.125 -28.548 22.187
H: 2.365 -22.642 17.201
H: 17.736 -27.745 18.489
H: 10.608 -29.511 15.238
H: 3.341 -27.121 18.195
H: 12.299 -25.648 15.470
H: 20.010 -25.527 19.495
H: 11.956 -21.437 18.068
H: 11.763 -29.093 21.889
H: 11.824 -27.854 17.514
H: 2.396 -23.027 19.616
H: 13.947 -25.994 20.199
H: 2.531 -21.086 21.010
H: 6.904 -27.255 19.997
H: 7.441 -26.801 23.162
H: 14.719 -25.512 21.754
H: 9.605 -20.584 16.754
H: 6.437 -24.019 18.137
H: 3.777 -31.482 22.246
H: 2.355 -20.067 19.798
H: 5.161 -25.560 16.638
H: 4.485 -21.938 20.189
H: 8.567 -23.156 25.698
H: 3.969 -25.876 20.225
H: 10.141 -28.544 17.646
H: 16.247 -25.962 18.832
H: 1.656 -25.331 17.169
H: 4.063 -25.239 17.769
H: 10.775 -20.483 18.866
H: 12.219 -24.657 12.869
H: 4.417 -21.054 18.693
H: 10.271 -23.212 17.606
H: 18.425 -26.378 20.942
H: 5.946 -27.125 23.919
H: 10.039 -24.446 24.690
H: 11.048 -21.934 22.361
H: 6.490 -25.867 21.030
H: 14.030 -27.103 21.543
H: 17.526 -28.260 19.942
H: 2.556 -26.417 21.039
H: 6.332 -28.069 22.420
H: 2.840 -28.635 18.213
H: 6.457 -22.725 19.321
H: 4.711 -28.241 19.680
H: 3.707 -27.309 14.782
H: 11.516 -26.767 22.430
H: 18.751 -24.365 19.289
H: 13.548 -23.473 15.094
H: 6.263 -22.283 17.651
H: 8.792 -21.216 23.286
H: 4.840 -26.046 14.392
H: 7.665 -28.968 25.986
H: 3.228 -25.980 13.725
H: 10.817 -24.882 15.052
H: 0.804 -22.135 17.991
H: 9.886 -21.988 25.437
H: 9.203 -26.445 21.279
H: 12.065 -25.152 19.154
H: 8.498 -24.823 21.518
H: 11.202 -22.086 19.550
H: 2.198 -29.015 21.210
H: 4.101 -26.741 21.744
H: 11.728 -24.310 16.448
H: 10.642 -24.356 22.244
H: 9.063 -22.299 18.437
H: 12.963 -23.367 22.893
H: 13.972 -21.916 23.194
H: -0.705 -25.457 16.216
H: 11.210 -26.627 19.600
H: -0.733 -24.204 14.945
H: 2.873 -30.272 23.147
H: 10.631 -30.588 23.556
H: 11.929 -24.139 21.364

The structure with the most favorable energy is arrangement x; the runner-up is 0.0594 hartree above it.